{
  "formula": "C39H48N4P3PdS2",
  "method": "wB97M-V/def2-TZVPD",
  "symbols": ["Pd", "C", "C", "C", "P", "C", "C", "C", "C", "C", "C", "H", "H", "H", "H", "H", "H", "H", "H", "H", "H", "H", "H", "H", "H", "H", "H", "H", "H", "H", "H", "H", "C", "P", "C", "C", "C", "C", "C", "C", "C", "C", "C", "C", "C", "C", "P", "C", "C", "C", "C", "C", "C", "C", "C", "C", "C", "C", "C", "H", "H", "H", "H", "H", "H", "H", "H", "H", "H", "H", "H", "H", "H", "H", "H", "H", "H", "H", "H", "H", "H", "N", "C", "N", "C", "N", "S", "C", "N", "C", "C", "S", "H", "H", "H", "H", "H"],
  "positions_angstrom": [[0.633, -0.355, -1.174], [-2.513, -1.615, -4.648], [-1.319, -0.866, -4.060], [-1.731, 0.519, -3.552], [-0.375, -1.758, -2.733], [0.816, -2.888, -3.608], [0.338, -3.471, -4.937], [2.131, -2.120, -3.802], [-1.504, -2.843, -1.750], [-2.135, -4.053, -2.434], [-2.542, -1.990, -1.009], [-2.905, -1.059, -5.502], [-3.317, -1.704, -3.918], [-2.239, -2.608, -4.998], [-0.571, -0.720, -4.846], [-2.522, 0.441, -2.802], [-2.108, 1.130, -4.375], [-0.884, 1.041, -3.103], [0.994, -3.706, -2.901], [0.170, -2.687, -5.677], [-0.582, -4.046, -4.832], [1.104, -4.140, -5.334], [1.974, -1.243, -4.436], [2.884, -2.751, -4.280], [2.524, -1.773, -2.847], [-0.813, -3.216, -1.002], [-2.923, -3.775, -3.132], [-2.579, -4.691, -1.665], [-1.391, -4.647, -2.968], [-3.340, -1.663, -1.678], [-2.070, -1.111, -0.566], [-2.995, -2.573, -0.203], [-0.556, 0.816, 1.957], [0.409, 1.325, 0.490], [2.140, 1.506, 0.903], [2.937, 2.003, -0.275], [4.465, 1.856, -0.126], [5.018, 0.690, 0.734], [4.081, 0.262, 1.807], [2.772, 0.654, 1.839], [-0.194, 2.962, -0.008], [0.473, 4.155, 0.259], [-0.041, 5.354, -0.209], [-1.221, 5.373, -0.941], [-1.900, 4.190, -1.196], [-1.381, 2.988, -0.739], [-0.132, 1.613, 3.594], [-0.556, 3.370, 3.292], [0.370, 4.330, 3.689], [0.078, 5.685, 3.572], [-1.142, 6.082, 3.050], [-2.076, 5.128, 2.658], [-1.789, 3.781, 2.785], [-1.620, 1.117, 4.554], [-2.298, -0.080, 4.335], [-3.374, -0.438, 5.138], [-3.775, 0.386, 6.177], [-3.084, 1.565, 6.425], [-2.013, 1.925, 5.624], [-0.378, -0.257, 2.066], [-1.609, 0.962, 1.704], [2.606, 2.959, -0.667], [5.096, 2.727, -0.245], [6.041, 0.817, 1.075], [4.469, -0.371, 2.594], [2.164, 0.294, 2.662], [1.372, 4.152, 0.862], [0.485, 6.276, 0.003], [-1.609, 6.312, -1.315], [-2.821, 4.199, -1.764], [-1.899, 2.057, -0.941], [1.321, 4.012, 4.101], [0.794, 6.426, 3.904], [-1.374, 7.136, 2.957], [-3.037, 5.441, 2.268], [-2.535, 3.046, 2.502], [-1.995, -0.748, 3.539], [-3.896, -1.369, 4.954], [-4.620, 0.111, 6.795], [-3.378, 2.202, 7.249], [-1.480, 2.848, 5.823], [2.917, 0.870, -1.313], [4.186, 0.783, -1.105], [5.050, -0.191, -0.565], [5.054, -1.499, -0.785], [5.111, -2.616, -1.068], [1.544, -2.128, 0.437], [1.461, -3.803, 0.262], [2.275, -4.539, -0.465], [2.175, -5.991, -0.399], [0.907, -6.337, 0.396], [0.321, -4.782, 1.151], [3.076, -4.092, -0.899], [3.069, -6.401, 0.072], [2.113, -6.390, -1.411], [1.102, -7.050, 1.191], [0.118, -6.725, -0.242]],
  "s_squared": 2.0363,
  "lumo_ev": [-2.033, -3.690],
  "total_charge": 1,
  "gap_ev": [7.701, 6.628],
  "molar_mass_g_mol": 836.32,
  "multiplicity": 3,
  "e_tot_ha": -3681.94621
}